Entry from the Open Molecules 2025 dataset: 3 unconnected molecules or ions with the total composition C16H35NO5P (ωB97M-V/def2-TZVPD).

The geometry in ORCA input format:
```
! wB97M-V def2-TZVPD RIJCOSX def2/J DEFGRID3
* xyz -1 1
P -3.64949 -1.58443 -2.82653
O -1.37948 3.21236 2.34213
O 5.70185 -0.91081 1.40286
O -5.47373 1.15502 -1.68719
O 1.00846 1.63284 2.93841
O 3.05562 -1.90845 0.60401
N -1.45018 -0.93150 -4.50851
C 0.99695 2.80129 2.13625
C -4.63532 0.34872 -0.85889
C -0.09452 3.76778 2.54428
C 3.67811 -3.00235 -0.04344
C 0.89651 -1.20479 -3.99573
C -2.00593 2.75638 3.52671
C -0.15815 -0.82591 -4.81288
C -4.24546 1.13613 0.41498
C -1.76874 -1.45560 -3.31164
C 5.79613 -0.30920 0.12395
C 0.34141 0.53619 2.32827
C -0.75898 -1.88386 -2.44687
C 0.58438 -1.76395 -2.75816
C 3.47349 -1.72709 1.94526
C 4.48822 -0.61267 2.07610
C -3.38385 -0.11332 -1.58845
H 3.50327 -2.89925 -1.11315
H 0.88164 2.53569 1.08110
H -5.06872 -1.69970 -2.47220
H -3.29723 1.62647 0.21795
H 6.02097 0.75930 0.21715
H -4.15909 0.48402 1.28052
H -4.96213 1.92894 -1.93358
H -3.27525 -2.51215 -1.72715
H -1.31590 2.21161 4.17550
H 4.06437 0.32526 1.70410
H 3.23301 -3.94565 0.29182
H 0.07775 -0.40269 -5.78380
H -0.62190 0.82966 1.90781
H 1.96814 3.29346 2.25695
H -3.79090 -2.71620 -3.76416
H 4.72781 -0.47700 3.13545
H 0.17611 -0.21706 3.09731
H -2.43218 3.60172 4.07984
H -0.01956 4.66047 1.91480
H -3.96472 -0.63640 -3.89466
H -2.68380 -0.43066 -0.80818
H 3.87883 -2.65946 2.35150
H -2.94836 0.76262 -2.08217
H 6.61248 -0.79470 -0.40884
H -1.05374 -2.31066 -1.49582
H -5.23609 -0.51524 -0.58776
H 0.03408 4.07581 3.58744
H 4.87607 -0.43280 -0.45087
H 2.58757 -1.46161 2.52980
H -2.81251 2.08740 3.23106
H 0.95844 0.10394 1.53366
H 1.92054 -1.06862 -4.30509
H 1.35423 -2.07923 -2.07018
H -5.00573 1.88750 0.62023
H 4.75521 -3.02754 0.13871
*
```

Summary:
E_HOMO (eV): -3.23
Maximum force (eV/Å): 0.71
Orbital gap (eV): 5.657
ΔE to the lowest compared entry with this formula, charge and spin (eV): 4.729

Entry from the Open Molecules 2025 dataset: C4H10N2O in the gas phase (ωB97M-V/def2-TZVPD).

The geometry in ORCA input format:
```
! wB97M-V def2-TZVPD RIJCOSX def2/J DEFGRID3
* xyz 0 1
O 1.40369 0.31547 -2.07053
N 0.27242 0.45431 2.64086
N 1.43507 0.35972 0.31351
C 0.79033 0.43207 -0.95887
C -1.16027 -0.65772 -1.69074
C 0.65290 -0.28021 1.46083
C -0.70329 0.55831 -0.84788
H 1.24022 -1.14895 1.73337
H -0.83851 -0.55635 -2.73887
H -2.18905 -0.80507 -1.70528
H -0.19272 -0.87897 1.14549
H 2.38282 -0.03066 0.20224
H -1.00167 1.43387 -1.41289
H -0.72202 0.32920 2.72617
H 0.38237 1.45809 2.41878
H -1.12844 0.59342 0.22115
H -0.62385 -1.57651 -1.43732
*
```

Summary:
E_HOMO (eV): -9.73
Maximum force (eV/Å): 4.60
SMILES: CCC(=O)NCN
Orbital gap (eV): 10.501
ΔE to the lowest compared entry with this formula, charge and spin (eV): 1.921

Entry from the Open Molecules 2025 dataset: a molecular structure, C13H34N4O5P2Se2TeW (ωB97M-V/def2-TZVPD).

The geometry in ORCA input format:
```
! wB97M-V def2-TZVPD RIJCOSX def2/J DEFGRID3
* xyz 0 1
W 0.89617 -1.42938 -0.30305
Te 0.43542 -3.55827 -1.54964
Se 1.05073 -1.67051 2.12413
Se 3.24981 -0.91716 -0.62473
P -2.43961 -0.10846 0.01496
P -0.49733 1.48828 -1.41116
O -1.99221 1.20611 -0.88308
O 3.18720 -3.85984 0.76763
O -1.35193 -1.09826 0.02013
O 0.48980 0.62435 -0.69704
O 6.45506 -2.28940 2.72634
N -3.78305 -0.64286 -0.72159
N -0.42700 1.26701 -3.02544
N -2.81170 0.50027 1.48341
N -0.30386 3.07322 -1.12108
C 4.03741 -2.04240 2.11663
C 5.16697 -1.88184 3.15840
C 4.52633 -1.46286 0.78765
C 3.72773 -3.54058 2.02827
C 2.87641 -1.21252 2.68029
C -1.32787 2.05657 -3.85972
C -4.77438 0.24307 -1.30909
C -0.08862 -0.04678 -3.58988
C -3.91202 -2.06201 -1.06365
C -4.13686 1.00786 1.80937
C -1.24655 3.95691 -0.45514
C -1.71493 1.13580 2.21673
C 1.04217 3.61633 -1.30911
H 0.71307 -0.53213 -3.03576
H 4.65378 -4.11577 2.18442
H -5.77615 -0.02068 -0.96123
H -4.75719 0.16523 -2.39991
H -1.89013 1.01759 3.28585
H -1.64983 2.20527 1.98567
H 1.48409 3.87472 -0.34452
H 0.27221 0.10353 -4.60765
H -0.89237 2.15373 -4.85408
H -4.90455 0.37957 1.36588
H -3.94569 -2.18113 -2.14913
H -4.83012 -2.46717 -0.63368
H -4.28075 2.04410 1.47965
H -4.25933 0.97831 2.89218
H 5.22456 -2.14599 0.30694
H -0.76840 0.64596 1.98418
H -0.94954 -0.72038 -3.61225
H -2.22899 3.49834 -0.39775
H -0.90995 4.19870 0.55726
H 5.07439 -0.54402 1.00551
H 0.99956 4.50924 -1.93613
H 2.81841 -4.74683 0.77197
H 2.86174 -1.29256 3.77104
H 5.26826 -0.82377 3.40574
H -2.31007 1.58180 -3.95634
H 3.03387 -0.16523 2.42338
H -3.05644 -2.61887 -0.68920
H -1.45551 3.05343 -3.44101
H 3.04555 -3.80073 2.84823
H 6.42884 -3.22574 2.50758
H 1.68614 2.88020 -1.78726
H 4.87746 -2.41007 4.07757
H -4.58014 1.27944 -1.03889
H -1.33005 4.88924 -1.01880
*
```

Summary:
E_HOMO (alpha / beta) (eV): -5.95 / -5.95
Maximum force (eV/Å): 0.54
Orbital gap (alpha / beta) (eV): 6.030 / 6.030

Entry from the Open Molecules 2025 dataset: a molecular structure, C21H38BrN8SSiZr (ωB97M-V/def2-TZVPD).

The geometry in ORCA input format:
```
! wB97M-V def2-TZVPD RIJCOSX def2/J DEFGRID3
* xyz 3 1
Zr 0.25202 -1.39169 1.48063
Br 0.45213 -1.35625 -1.04565
S -2.04735 -2.38781 1.93972
Si -0.86207 1.25026 -2.27409
N -0.40374 -0.22428 3.13401
N 1.28216 -2.99533 2.32362
N -3.65397 -1.27919 3.71940
N 2.19826 -5.87043 5.13889
N 2.07562 -5.19676 2.90684
N 1.99941 -0.17750 1.99129
N -1.61312 -0.32615 3.68909
N 2.70385 -7.30843 3.41007
C -1.54498 -0.69791 -4.25134
C -2.13516 0.51668 -3.51131
C 3.98471 1.57085 2.78794
C -2.47613 1.63568 -4.51562
C -3.44147 0.05667 -2.84559
C -1.48227 1.74856 -0.51226
C 4.23237 0.62669 1.79836
C -2.43893 -1.23998 3.19962
C -0.33892 2.23767 0.38124
C 0.78440 2.00080 -2.92927
C 1.95887 1.94936 -1.93903
C 1.77958 0.67470 3.02663
C 2.32373 -6.12130 3.84342
C 1.22172 1.24822 -4.19783
C 2.75147 1.58046 3.42474
C -2.16627 0.57500 0.20840
C 0.49732 3.47333 -3.28383
C 1.66037 -4.06165 2.69582
C -2.49787 2.90130 -0.65506
C 3.21018 -0.22034 1.41735
C 0.47404 0.58196 3.65473
H 2.15575 1.68514 -4.55554
H -1.28631 -1.50209 -3.55969
H 0.23197 1.15454 4.54409
H 2.91172 -8.07608 4.03042
H 1.78282 2.53376 -1.03809
H 3.35671 -0.95463 0.63323
H -0.66048 -0.45186 -4.83443
H 1.87582 -4.97628 5.46605
H -3.89712 -0.66295 4.48172
H 2.77697 -7.47707 2.41927
H -2.96587 2.48437 -4.03347
H -4.32589 -1.96488 3.41606
H -1.60056 2.00520 -5.05061
H -2.74259 0.94993 1.05802
H -0.30728 3.57749 -4.01336
H 4.74999 2.28208 3.06873
H 0.45654 1.48929 0.45657
H -0.73783 2.44773 1.37750
H -3.16107 1.23380 -5.26424
H -2.08955 3.73109 -1.23553
H 5.20225 0.55738 1.32760
H 1.39637 3.90216 -3.73007
H -2.30232 -1.07740 -4.93883
H 2.82691 2.38627 -2.43647
H 0.49786 1.34340 -5.00586
H 2.21787 0.92502 -1.67158
H -3.42437 2.57864 -1.12787
H -3.94666 0.85477 -2.30206
H -4.12240 -0.27013 -3.63344
H -2.74905 3.28528 0.33561
H -1.42754 -0.15868 0.57249
H -2.85395 0.03199 -0.43398
H 0.09346 3.16764 0.01183
H -3.28658 -0.79854 -2.18697
H 2.53904 2.28910 4.21373
H 1.40840 0.19199 -3.99752
H 0.24103 4.07432 -2.40865
H 2.42601 -6.56499 5.83439
*
```

Summary:
E_HOMO (eV): -16.61
Maximum force (eV/Å): 2.98
Orbital gap (eV): 6.808
ΔE to the lowest compared entry with this formula, charge and spin (eV): 0.640

Entry from the Open Molecules 2025 dataset: 2 unconnected molecules or ions with the total composition C5H14 (ωB97M-V/def2-TZVPD).

The geometry in ORCA input format:
```
! wB97M-V def2-TZVPD RIJCOSX def2/J DEFGRID3
* xyz 0 1
C 1.56439 1.92358 0.00951
C -1.65910 -1.46433 0.97270
C 2.70346 1.05512 0.55903
C -0.98955 -0.53314 -1.25844
C -2.08630 -1.25799 -0.50206
H -2.44393 -2.19671 -0.94269
H -3.04412 -0.73023 -0.45212
H -0.58064 -1.42146 1.09125
H 0.76316 1.89527 0.74670
H 3.70554 1.35814 0.24570
H 2.63999 0.03571 0.17027
H -0.00635 -0.98155 -1.12098
H 1.16454 1.40072 -0.85245
H -2.11816 -2.32887 1.45223
H -1.21888 -0.48590 -2.31971
H -2.05747 -0.64049 1.58161
H 2.68789 1.00675 1.64685
H 1.89721 2.92221 -0.24951
H -0.92168 0.44317 -0.77789
*
```

Summary:
E_HOMO (eV): -11.06
Maximum force (eV/Å): 1.48
SMILES: CCC.CC
Orbital gap (eV): 12.207
ΔE to the lowest compared entry with this formula, charge and spin (eV): 0.453

Entry from the Open Molecules 2025 dataset: 2 unconnected molecules or ions with the total composition C17H23IN4O6P (ωB97M-V/def2-TZVPD).

The geometry in ORCA input format:
```
! wB97M-V def2-TZVPD RIJCOSX def2/J DEFGRID3
* xyz 1 1
I -3.42815 -0.09022 2.54976
P -0.82858 1.86214 1.28497
O 2.08771 1.54032 0.81860
O -1.50874 -5.50446 2.75897
O 2.95899 -0.04272 -0.45624
O -1.45380 2.46843 2.70756
O -1.69488 -4.57584 4.77216
O 2.87509 -3.32277 -1.45844
N 2.07853 -2.77844 0.58927
N -3.46748 2.28391 -2.26258
N -1.31082 -2.32596 2.14911
N -2.01830 1.90440 -0.01162
C -0.12075 -2.83357 1.68825
C -0.88837 4.63044 -3.57490
C -3.45294 3.30395 -2.79252
C 5.06146 0.17902 0.88204
C 1.96515 0.39981 0.45521
C 3.40922 -2.52546 1.12377
C -1.50829 -0.94609 2.00710
C -1.80592 -4.51904 3.36812
C 1.95637 -2.80850 -0.85241
C 0.84975 -0.53248 1.01064
C 0.75966 -2.33842 -1.73025
C 0.96629 -2.03155 1.10299
C -0.48873 -0.02231 1.47326
C -2.36227 -3.18483 2.72982
C -2.18938 4.73829 -4.36313
C 4.17715 0.62640 -0.06010
C -3.43413 4.62312 -3.47828
H -2.55112 1.02096 -0.02506
H -3.44503 5.41502 -2.72624
H 1.08974 -1.45423 -2.34146
H -0.18728 -2.04689 -1.21747
H -0.03096 4.74697 -4.23982
H -2.91583 -2.69260 3.57856
H -0.79198 3.65650 -3.08898
H 3.47215 -1.93036 2.07267
H 4.69864 -0.18319 1.87635
H 4.09418 -2.09307 0.34272
H -0.75107 -4.60521 5.01959
H -1.48355 1.85894 -0.88948
H -0.82989 5.40559 -2.80643
H -3.11895 -3.49959 1.95621
H -2.21143 5.69842 -4.88353
H -0.76509 2.93829 3.21106
H -2.20662 3.95774 -5.12842
H 0.05411 -3.93608 1.72223
H 6.16185 0.11031 0.67616
H -4.33678 4.71966 -4.08424
H 3.88554 -3.52033 1.38003
H 4.41350 1.61452 -0.53108
H 0.49443 -3.21082 -2.39367
*
```

Summary:
E_HOMO (eV): -11.51
Maximum force (eV/Å): 3.96
Orbital gap (eV): 6.197